[1]
C10H12MnN2O5 | ωB97M-V/def2-TZVPD

Each line ends with the Mulliken spin population.
Cartesian coordinates (Å):
Mn1 0.00922 -0.09422 -2.81965  2.995
O1 0.01735 2.54982 -4.41200  0.055
C1 0.01687 1.53275 -3.88202  -0.013
C2 1.68343 -0.80705 -2.75879  -0.056
O2 2.74277 -1.35245 -2.77175  0.089
C3 -1.66691 -0.76504 -2.73341  -0.064
O3 -2.75318 -1.24787 -2.71073  0.092
C4 -0.01076 -0.32938 -4.66510  -0.164
O4 -0.01881 -0.88217 -5.72228  0.037
C5 -2.29681 -0.93557 0.79880  -0.012
N1 -1.18115 -0.04130 1.10653  0.485
C6 -1.31463 0.91509 2.17930  0.000
C7 -0.05164 0.98508 3.03758  0.042
C8 1.21682 1.02034 2.18928  0.000
N2 1.16898 0.04591 1.13008  0.448
C9 2.39160 -0.68819 0.79722  -0.011
C10 0.01557 -0.33892 0.48837  -0.111
O5 0.04708 -0.95383 -0.64049  -0.021
H1 -2.02399 -1.58544 -0.04338  0.004
H2 -3.23544 -0.42853 0.58777  0.027
H3 -2.45607 -1.56144 1.68724  0.035
H4 -1.50150 1.96663 1.82786  0.038
H5 -2.12069 0.67917 2.89036  0.007
H6 -0.02600 0.19653 3.86602  0.001
H7 -0.08836 1.91019 3.61394  -0.003
H8 2.03427 0.84432 2.90308  0.006
H9 1.30679 2.08317 1.83029  0.033
H10 3.24890 -0.06332 0.55146  0.026
H11 2.65178 -1.26115 1.69346  0.030
H12 2.19450 -1.39316 -0.01905  0.003

The value obtained for the total energy is -2023.64013 Eh. Its charge is +3. Its multiplicity is 5.



[2]
C28H30ClN2O7Zn | ωB97M-V/def2-TZVPD

Each line ends with the natural charge from an NBO analysis.
Cartesian coordinates (Å):
Zn1 -0.15422 0.64693 -1.61707  1.706
C1 0.64298 -1.99925 -4.72518  -0.250
O1 -0.21672 -1.34583 -5.66081  -0.528
C2 -1.42617 -0.92455 -5.16009  0.193
C3 -2.57192 -1.34201 -5.79605  -0.235
C4 -3.83105 -0.90820 -5.37145  -0.284
C5 -3.90388 -0.07098 -4.28112  -0.184
C6 -2.75864 0.35156 -3.59550  -0.235
C7 -2.94238 1.26793 -2.47306  0.139
N1 -2.04375 1.43935 -1.58914  -0.464
N2 -2.22025 2.40731 -0.61395  -0.455
C8 -1.04426 2.73917 -0.13236  0.580
O2 0.10342 2.28864 -0.51241  -0.867
C9 -1.03665 3.76910 0.95100  -0.128
C10 0.15758 4.39423 1.28967  -0.175
C11 0.19113 5.34148 2.30366  -0.228
C12 -0.97013 5.66523 2.99161  -0.220
C13 -2.16599 5.04080 2.65624  -0.248
C14 -2.20049 4.10043 1.63880  -0.115
C15 -1.46127 -0.03580 -4.04667  0.417
O3 -0.33707 0.38384 -3.54599  -0.908
H1 1.30414 -2.63846 -5.30983  0.171
H2 1.22602 -1.28336 -4.14878  0.214
H3 0.05531 -2.62060 -4.04242  0.165
H4 -2.46572 -2.01155 -6.64179  0.209
H5 -4.72621 -1.22961 -5.88753  0.200
H6 -4.86952 0.27673 -3.92680  0.197
H7 -3.86823 1.84217 -2.39985  0.170
H8 1.05480 4.11767 0.75190  0.235
H9 1.12681 5.82266 2.56162  0.204
H10 -0.94428 6.39931 3.78828  0.201
H11 -3.07388 5.28683 3.19432  0.202
H12 -3.12056 3.60203 1.36553  0.225
C16 2.34486 -4.19738 2.34636  -0.635
C17 3.10012 -2.90168 2.23697  -0.071
C18 3.45370 -2.19726 3.38280  -0.234
C19 4.14287 -1.00316 3.28726  -0.027
Cl1 4.55520 -0.13972 4.74958  -0.029
C20 4.50443 -0.47874 2.05976  -0.241
C21 4.16521 -1.17487 0.91075  -0.238
C22 3.46774 -2.37113 0.99810  0.350
O4 3.17497 -3.04778 -0.16632  -0.533
C23 1.83524 -2.85890 -0.62121  -0.172
C24 1.53040 -1.42364 -1.06082  0.751
O5 2.38941 -0.73233 -1.59359  -0.686
O6 0.30748 -1.08329 -0.86315  -0.887
H13 2.55377 -4.68305 3.29951  0.212
H14 2.61602 -4.87328 1.53564  0.229
H15 1.26642 -4.02870 2.29257  0.222
H16 3.18610 -2.58405 4.35860  0.217
H17 5.03300 0.46277 2.00302  0.226
H18 4.39263 -0.78953 -0.07145  0.257
H19 1.11471 -3.15841 0.14125  0.179
H20 1.71210 -3.50928 -1.48692  0.207
C25 -2.86925 -0.98538 0.94435  -0.621
C26 -1.65701 -1.19026 1.82316  -0.051
O7 -0.96762 0.03484 1.93944  -0.548
C27 0.28459 -0.11919 2.57876  -0.051
C28 0.93940 1.23146 2.73380  -0.632
H21 -3.47264 -1.89542 0.90518  0.197
H22 -2.55814 -0.73109 -0.06834  0.224
H23 -3.48179 -0.16822 1.32845  0.211
H24 -0.99520 -1.94384 1.37929  0.167
H25 -1.94861 -1.54823 2.82234  0.144
H26 0.92062 -0.78894 1.98075  0.166
H27 0.13600 -0.59525 3.56052  0.146
H28 1.11800 1.67560 1.75437  0.236
H29 1.89276 1.11778 3.25404  0.204
H30 0.30358 1.90638 3.31041  0.208

The value obtained for the total energy is -3960.83935 Eh. Its charge is -1. The relative energy (zero: lowest compared OMol25 entry of this formula, charge and spin) is 0.100 eV.



[3]
C7H17NO | ωB97M-V/def2-TZVPD

Each line ends with the natural charge from an NBO analysis.
Cartesian coordinates (Å):
C1 -0.88457 1.97899 -1.35591  -0.645
C2 0.13576 0.87240 -1.02507  -0.217
N1 0.47058 0.88113 0.43279  -0.453
C3 -0.63264 0.71109 1.39125  -0.445
C4 1.72923 1.31168 0.79054  0.668
C5 2.87591 1.17053 -0.14790  -0.732
O1 1.88290 1.98493 1.79899  -0.617
H1 -1.89007 1.56852 -1.41545  0.212
H2 -0.59706 2.15807 -2.41001  0.209
H3 -0.78356 3.02782 -0.92007  0.228
H4 -0.47874 -0.03496 -1.12108  0.195
H5 0.89844 0.93267 -1.82190  0.217
H6 0.02611 0.19323 2.20275  0.227
H7 -1.01670 1.64011 1.86946  0.208
H8 -1.55989 0.12857 1.26076  0.225
H9 2.68736 0.83631 -1.16205  0.220
H10 3.29916 2.09703 -0.61715  0.245
H11 3.50431 0.61730 0.53561  0.255
C6 -1.24070 -2.51624 -0.47689  -0.605
C7 -1.15904 -2.99590 0.95552  -0.612
H12 -2.27143 -2.32962 -0.74143  0.202
H13 -0.62303 -1.60960 -0.72418  0.194
H14 -0.80344 -3.31051 -1.14606  0.203
H15 -1.95020 -2.51411 1.52784  0.198
H16 -0.22151 -2.69837 1.38122  0.211
H17 -1.39720 -4.10106 0.93841  0.210

The value obtained for the total energy is -406.81747 Eh. Its charge is 0. The relative energy (zero: lowest compared OMol25 entry of this formula, charge and spin) is 3.071 eV. As for the SMILES: CCN(C)C(C)=O.CC.



[4]
C3HClN2O3 | ωB97M-V/def2-TZVPD

Each line ends with the natural charge from an NBO analysis.
Cartesian coordinates (Å):
C1 1.16263 0.32232 1.77832  -0.143
C2 1.15144 0.99327 0.79408  0.048
N1 0.90237 1.66060 -0.39690  0.486
O1 0.30269 0.94376 -1.19619  -0.356
O2 1.36548 2.72065 -0.61455  -0.300
H1 1.06723 -0.43583 2.59115  0.267
O3 -0.78188 -2.43110 -2.18456  -0.362
N2 -1.34275 -2.01149 -1.22694  0.169
C3 -1.60203 -1.11088 -0.50670  0.079
Cl1 -2.22519 -0.65131 0.96230  0.112

The value obtained for the total energy is -909.99992 Eh. Its charge is 0. The relative energy (zero: lowest compared OMol25 entry of this formula, charge and spin) is 0.051 eV. As for the SMILES: C#C[N+](=O)[O-].[O-][N+]#CCl.



[5]
C4H11NS | ωB97M-V/def2-TZVPD

Each line ends with the natural charge from an NBO analysis.
Cartesian coordinates (Å):
C1 0.85689 2.46474 0.33684  -0.633
C2 0.54418 1.43286 -0.82001  -0.263
C3 -0.03894 -1.01974 -0.32794  -0.235
C4 -0.94762 -1.90820 0.44122  -0.611
H1 2.03245 2.31981 0.94055  0.249
H2 0.38313 3.86346 -0.16717  0.182
H3 -0.08915 2.36362 1.04746  0.226
H4 1.40387 0.92414 -1.42857  0.186
H5 -0.00453 1.95412 -1.64549  0.197
H6 0.20044 0.63783 0.89826  0.346
H7 0.87778 -1.52474 -0.49224  0.187
H8 -0.60270 -0.88955 -1.38703  0.180
H9 -1.72489 -1.15719 0.79490  0.248
H10 -0.41433 -1.98261 1.47876  0.210
H11 -0.56748 -4.51062 0.43651  0.143
N1 -0.20065 0.44177 -0.01311  -0.620
S1 -1.70845 -3.40969 -0.09295  0.006

The value obtained for the total energy is -611.73016 Eh. Its charge is 0. The relative energy (zero: lowest compared OMol25 entry of this formula, charge and spin) is 5.768 eV.



[6]
C10H23O6P | ωB97M-V/def2-TZVPD

Each line ends with the natural charge from an NBO analysis.
Cartesian coordinates (Å):
C1 -0.98503 -5.06805 4.94533  -0.639
C2 -1.65822 -3.71314 4.90716  -0.071
O1 -0.85872 -2.74202 4.21285  -0.494
C3 -0.91927 -2.79781 2.88287  0.983
O2 -1.60413 -3.54086 2.22989  -0.643
O3 -0.11338 -1.85050 2.39419  -0.503
C4 -0.06300 -1.79293 0.96692  -0.257
H1 0.01669 -4.98294 5.36794  0.212
H2 -1.56488 -5.75839 5.55746  0.218
H3 -0.89538 -5.48879 3.94481  0.225
H4 -1.77176 -3.31528 5.91357  0.190
H5 -2.64579 -3.76837 4.45089  0.197
H6 -1.06049 -1.71052 0.54099  0.199
H7 0.44123 -2.67072 0.56671  0.194
H8 0.50968 -0.90524 0.71189  0.191
C5 -1.37512 2.00050 -2.64040  -0.639
C6 0.13589 1.92175 -2.70409  -0.073
O4 0.58260 1.40497 -3.97053  -0.496
C7 0.58407 2.27634 -4.97697  0.982
O5 0.28860 3.44211 -4.91292  -0.650
O6 1.00922 1.64185 -6.07327  -0.496
C8 1.05119 2.45603 -7.24726  -0.255
H9 -1.81741 1.02975 -2.86976  0.210
H10 -1.69305 2.30384 -1.64239  0.214
H11 -1.76209 2.72392 -3.35706  0.225
H12 0.51118 1.22625 -1.95858  0.196
H13 0.59735 2.88838 -2.51253  0.200
H14 1.63024 3.35993 -7.07374  0.196
H15 0.04211 2.71714 -7.56209  0.188
H16 1.52932 1.85680 -8.01650  0.194
C9 2.59491 1.30916 1.95460  -0.922
P1 1.33001 2.24399 0.98635  0.479
C10 -0.29063 1.71211 1.71278  -0.920
H17 2.13516 0.76121 2.77309  0.229
H18 3.04080 0.58697 1.28325  0.229
H19 3.36741 1.93528 2.38698  0.239
H20 1.48996 3.59891 1.33658  -0.029
H21 -0.78710 2.45623 2.32303  0.236
H22 -0.92549 1.43822 0.87858  0.224
H23 -0.09666 0.81394 2.28937  0.237

The value obtained for the total energy is -1187.61466 Eh. Its charge is 0. As for the SMILES: CCOC(=O)OC.CCOC(=O)OC.CPC.



Please write out number 4 again, unchanged.
C3HClN2O3 | ωB97M-V/def2-TZVPD

Each line ends with the natural charge from an NBO analysis.
Cartesian coordinates (Å):
C1 1.16263 0.32232 1.77832  -0.143
C2 1.15144 0.99327 0.79408  0.048
N1 0.90237 1.66060 -0.39690  0.486
O1 0.30269 0.94376 -1.19619  -0.356
O2 1.36548 2.72065 -0.61455  -0.300
H1 1.06723 -0.43583 2.59115  0.267
O3 -0.78188 -2.43110 -2.18456  -0.362
N2 -1.34275 -2.01149 -1.22694  0.169
C3 -1.60203 -1.11088 -0.50670  0.079
Cl1 -2.22519 -0.65131 0.96230  0.112

The value obtained for the total energy is -909.99992 Eh. Its charge is 0. The relative energy (zero: lowest compared OMol25 entry of this formula, charge and spin) is 0.051 eV. As for the SMILES: C#C[N+](=O)[O-].[O-][N+]#CCl.



Q: Among the records above, which one has the highest total energy?
A: C7H17NO



Q: What is the total energy in the fifth record?
A: -611.73016 Eh



Q: Among the records above, which one has the lowest charge?
A: C28H30ClN2O7Zn